{"formula": "C3H7N", "method": "the ωB97M-V functional and the def2-TZVPD basis", "elements": ["C", "C", "C", "H", "H", "H", "H", "H", "H", "H", "N"], "xyz": [[0.00777, -0.71046, 0.51493], [0.23404, -0.07023, -0.76329], [-0.60351, 0.48908, -1.58755], [0.06802, 1.13412, 1.68602], [0.96275, -0.24433, 2.43415], [0.52592, -1.62425, 0.43353], [-1.15826, -0.83775, 0.53567], [1.27918, 0.06560, -1.03415], [-1.70019, 0.63271, -1.25347], [-0.24506, 0.91444, -2.48577], [0.62934, 0.25108, 1.51991]], "mulliken_charge": [-0.302, -0.120, -0.632, 0.220, 0.208, 0.266, 0.212, 0.249, 0.165, 0.289, -0.555], "energy_ha": -173.19647, "orbital_gap_ev": 10.4, "smiles": "C=CCN", "relative_energy_kcal_mol": 28.6}